Molecular formula: C28H52N6O6
Method: DFT, ωB97M-V with the def2-TZVPD basis set

Summary:
Max |F| ... 1.9 eV/Å
SMILES ... CN(C)C=O.CC(C)=O.CC(C)=O.CC(C)=O.CC(C)=O.CC(C)=O.CC#N.CC#N.CC#N.CC#N.CC#N
Frontier orbital gap ... 9.9 eV

Last column: Löwdin charge in e.
Atoms and positions in Å:
C1 0.60484 -5.91400 -1.38642  -0.05
N1 1.65091 -4.89784 -1.31271  -0.18
C2 1.43722 -3.95128 -0.22311  -0.02
C3 2.59041 -4.79291 -2.26228  -0.33
O1 3.43847 -3.92021 -2.30742  0.00
H1 -0.35761 -5.42562 -1.57796  0.07
H2 0.52940 -6.34051 -0.38387  0.09
H3 0.75235 -6.66903 -2.15079  0.09
H4 0.54443 -3.34926 -0.41499  0.07
H5 1.29546 -4.57870 0.65620  0.09
H6 2.21013 -3.20232 -0.08094  0.08
H7 2.45731 -5.54336 -3.05454  0.14
C4 -5.41757 0.77438 -2.94749  -0.02
C5 -4.21130 0.15941 -2.28866  -0.48
C6 -4.24074 -0.05935 -0.78374  -0.01
O2 -3.22771 -0.15734 -2.92928  0.05
H8 -5.68615 1.75821 -2.56523  0.09
H9 -6.24771 0.07856 -2.80029  0.09
H10 -5.20432 0.87127 -4.01078  0.08
H11 -3.37008 0.43042 -0.35739  0.07
H12 -4.28952 -1.12560 -0.58131  0.08
H13 -5.14420 0.45556 -0.45339  0.08
C7 3.01726 2.84357 2.96602  -0.01
C8 3.40039 1.51057 3.53410  -0.46
C9 2.54833 0.75407 4.52929  -0.02
O3 4.45627 0.98719 3.22905  0.03
H14 3.81953 3.19552 2.32021  0.09
H15 2.84395 3.54741 3.77948  0.09
H16 2.15161 2.72289 2.30920  0.07
H17 3.21135 0.14241 5.13452  0.08
H18 1.87654 0.03152 4.05514  0.08
H19 1.89078 1.41339 5.09507  0.07
C10 -2.93156 2.66221 3.09591  -0.01
C11 -1.42906 2.73956 2.85082  -0.48
C12 -0.54274 2.10122 3.89695  -0.02
O4 -0.95270 3.22956 1.85738  0.05
H20 -3.09830 2.45916 4.15070  0.08
H21 -3.40081 1.85013 2.53414  0.07
H22 -3.37305 3.58548 2.72125  0.06
H23 0.44112 2.57000 3.85437  0.05
H24 -0.31288 1.08453 3.56249  0.07
H25 -0.89176 2.13034 4.92496  0.09
C13 -0.60224 -0.73030 -1.03609  -0.02
C14 0.29827 0.02334 -0.09357  -0.47
C15 0.67812 1.43287 -0.48515  -0.03
O5 0.73793 -0.51655 0.89778  0.04
H26 -0.30190 -0.92189 -2.06015  0.05
H27 -1.52010 -0.13371 -1.05390  0.05
H28 -0.96963 -1.62377 -0.52506  0.07
H29 -0.07046 2.15781 -0.14745  0.06
H30 0.77744 1.51121 -1.56742  0.08
H31 1.57990 1.77251 0.02201  0.05
C16 -3.41721 -2.97531 1.79498  -0.01
C17 -3.40056 -1.55125 2.35459  -0.51
C18 -2.12844 -1.00253 2.89216  -0.02
O6 -4.45189 -0.96029 2.46786  0.06
H32 -3.50820 -3.67936 2.61759  0.09
H33 -2.49945 -3.12004 1.22222  0.07
H34 -4.26405 -2.99729 1.11240  0.07
H35 -2.01593 0.01567 2.50908  0.06
H36 -1.22388 -1.54582 2.63222  0.08
H37 -2.26153 -0.91863 3.97283  0.10
C19 4.79059 -1.00104 0.99717  -0.05
C20 4.53075 0.18989 0.20043  -0.28
N2 4.28296 1.11861 -0.42286  0.16
H38 5.43838 -1.55393 0.30274  0.09
H39 3.93175 -1.62030 1.23036  0.08
H40 5.33223 -0.66861 1.87883  0.07
C21 -1.21444 -3.33539 -4.18066  -0.05
C22 -0.25240 -3.95126 -5.08826  -0.30
N3 0.50026 -4.44938 -5.78650  0.13
H41 -2.14509 -3.16876 -4.71596  0.09
H42 -0.80882 -2.41263 -3.77283  0.05
H43 -1.29674 -4.10220 -3.40535  0.07
C23 3.62304 -0.97623 -2.88357  -0.07
C24 2.37001 -0.62406 -3.53710  -0.26
N4 1.35365 -0.29999 -3.96141  0.13
H44 3.45452 -1.18100 -1.82994  0.05
H45 4.19193 -0.04601 -2.94526  0.08
H46 4.11650 -1.84282 -3.30954  0.07
C25 2.39284 4.25079 -1.44668  -0.07
C26 2.87614 5.38468 -0.62900  -0.27
N5 3.24500 6.28211 -0.01578  0.12
H47 3.03439 3.38495 -1.58371  0.06
H48 2.10213 4.63862 -2.42017  0.08
H49 1.51826 3.93766 -0.87333  0.05
C27 -1.67433 5.21572 -1.35932  -0.05
C28 -2.45442 5.35673 -0.12459  -0.28
N6 -3.05242 5.44700 0.85049  0.14
H50 -2.36598 5.34026 -2.18962  0.08
H51 -1.15003 4.26894 -1.23710  0.06
H52 -0.94514 6.01977 -1.45306  0.08